--- a ---
# CH2N2O2Si

CH2N2O2Si as an isolated structure (ωB97M-V/def2-TZVPD, the OMol25 dataset).

```
! wB97M-V def2-TZVPD RIJCOSX def2/J DEFGRID3
* xyz 0 1
C -0.535 1.551 -0.129
N -0.481 2.667 -0.162
N 1.089 -0.650 -0.102
O 1.687 -0.980 -1.094
O 1.500 -0.555 1.054
Si -0.628 -0.285 0.041
H -1.388 -0.843 -1.029
H -1.245 -0.904 1.420
*
```

As for the molar mass: 102.125 g/mol.

***

--- b ---
# CH2N2O2Si

A 2-piece molecular cluster, CH2N2O2Si overall (ωB97M-V/def2-TZVPD, the OMol25 dataset).

```
! wB97M-V def2-TZVPD RIJCOSX def2/J DEFGRID3
* xyz 0 1
C 2.340 -1.688 1.216
N 2.097 -0.837 0.440
N -0.349 0.704 -0.940
O 0.453 1.183 -1.827
O -3.068 0.239 -0.244
Si -1.726 0.691 0.245
H 1.906 -0.406 -0.432
H -1.652 0.115 1.543
*
```

As for the molar mass: 102.125 g/mol.

***

From most stable to least stable, the computed energies give a, b.

***

--- a ---
# C6H17NO

A 2-piece molecular cluster, C6H17NO overall (ωB97M-V/def2-TZVPD, the OMol25 dataset).

```
! wB97M-V def2-TZVPD RIJCOSX def2/J DEFGRID3
* xyz 0 1
C 1.606 1.136 -2.029
C 1.300 -0.144 -1.174
C -0.151 -0.608 -1.295
C -1.258 0.423 -0.981
C -1.281 0.944 0.458
N -1.684 0.046 1.543
C -1.123 -1.325 1.623
H 2.339 0.871 -2.774
H 1.953 1.926 -1.363
H 0.730 1.495 -2.570
H 1.867 -0.961 -1.578
H 1.432 0.172 -0.162
H -0.399 -1.087 -2.247
H -0.361 -1.456 -0.641
H -2.218 -0.063 -1.164
H -1.138 1.245 -1.695
H -1.977 1.756 0.569
H -0.300 1.345 0.686
H -2.690 -0.031 1.496
H -0.057 -1.168 1.589
H -1.498 -1.787 2.540
H -1.539 -1.973 0.856
O 2.204 -0.630 2.769
H 1.354 -0.176 2.789
H 2.890 0.054 2.754
*
```

Its SMILES is CCCCCNC.O. As for the molar mass: 119.208 g/mol.

***

--- b ---
# C6H17NO

A 2-piece molecular cluster, C6H17NO overall (ωB97M-V/def2-TZVPD, the OMol25 dataset).

```
! wB97M-V def2-TZVPD RIJCOSX def2/J DEFGRID3
* xyz 0 1
C 1.729 0.333 -1.426
C 1.581 0.211 0.072
C 0.221 0.469 0.693
N -0.395 -0.684 1.398
C -0.691 -1.899 0.630
C -1.456 -2.872 1.519
C -1.310 -1.606 -0.748
H 0.915 -0.068 -2.011
H 1.842 1.395 -1.656
H 2.623 -0.108 -1.878
H 1.965 -0.763 0.432
H 2.266 0.851 0.631
H -0.556 0.864 0.020
H 0.178 1.316 1.388
H -1.172 -0.357 1.960
H 0.253 -2.425 0.440
H -1.550 -2.526 2.552
H -2.406 -3.268 1.167
H -0.805 -3.750 1.617
H -1.624 -2.524 -1.247
H -2.297 -1.187 -0.486
H -0.797 -0.901 -1.383
O 0.417 5.127 -1.624
H 0.577 4.221 -1.896
H 0.108 4.877 -0.757
*
```

Its SMILES is CCCNC(C)C.O. As for the molar mass: 119.208 g/mol.

***

--- c ---
# C6H17NO

C6H17NO as an isolated structure (ωB97M-V/def2-TZVPD, the OMol25 dataset).

```
! wB97M-V def2-TZVPD RIJCOSX def2/J DEFGRID3
* xyz 0 1
C -0.397 1.842 -0.186
C 1.029 1.727 0.275
C 1.301 2.004 1.734
C -1.454 2.176 0.551
N -0.603 -2.363 -0.972
C 0.560 -3.081 -0.479
C -1.269 -1.717 0.031
H -0.481 1.599 -1.243
H -1.483 0.072 -0.943
H 1.551 2.387 -0.430
H 1.417 0.760 -0.047
H 0.533 1.584 2.391
H 1.363 3.058 2.023
H 2.249 1.568 2.044
H -2.462 2.297 0.186
H -1.326 2.281 1.626
H 1.131 -3.469 -1.327
H 1.255 -2.416 0.041
H 0.246 -3.956 0.081
H -2.300 -2.018 0.209
H -0.749 -1.573 0.990
H -1.432 -0.584 -0.439
H 0.846 -0.245 -2.737
H -0.284 -1.519 -1.587
O 0.757 -0.415 -1.792
*
```

As for the molar mass: 119.208 g/mol.

***

--- d ---
# C6H17NO

A 2-piece molecular cluster, C6H17NO overall (ωB97M-V/def2-TZVPD, the OMol25 dataset).

```
! wB97M-V def2-TZVPD RIJCOSX def2/J DEFGRID3
* xyz 0 1
C 1.445 2.305 -1.456
C 0.254 1.661 -0.728
C 0.712 0.448 0.097
C 0.822 -0.834 -0.717
C -0.540 -1.531 -0.889
N -1.183 -1.923 0.367
C -0.539 -3.147 0.942
H 1.647 1.812 -2.409
H 2.361 2.199 -0.876
H 1.240 3.353 -1.671
H -0.256 2.387 -0.096
H -0.514 1.306 -1.418
H 1.610 0.645 0.678
H -0.043 0.239 0.867
H 1.522 -1.518 -0.219
H 1.277 -0.787 -1.710
H -0.358 -2.454 -1.457
H -1.178 -0.873 -1.476
H -2.151 -2.147 0.225
H 0.521 -3.097 0.703
H -0.595 -3.029 2.018
H -0.980 -4.025 0.492
O -1.466 3.202 2.772
H -2.260 3.528 3.203
H -1.345 2.279 2.757
*
```

Its SMILES is CCCCCNC.O. As for the molar mass: 119.208 g/mol.

***

From most stable to least stable, the computed energies give d, a, b, c.

***

--- a ---
# C3H10O2

A 2-piece molecular cluster, C3H10O2 overall (ωB97M-V/def2-TZVPD, the OMol25 dataset).

```
! wB97M-V def2-TZVPD RIJCOSX def2/J DEFGRID3
* xyz 0 1
C 0.771 1.538 0.019
C 0.087 0.307 0.561
C -1.086 0.684 1.433
O 0.972 -0.527 1.390
H 0.064 2.017 -0.679
H 1.676 1.249 -0.540
H 1.054 2.272 0.792
H -0.308 -0.260 -0.307
H -1.856 1.137 0.787
H -0.805 1.414 2.210
H -1.516 -0.205 1.924
H 1.685 -0.928 0.849
O -0.533 -3.014 -3.069
H -0.519 -3.124 -2.091
H 0.315 -2.563 -3.280
*
```

Its SMILES is CC(C)O.O. As for the molar mass: 78.111 g/mol.

***

--- b ---
# C3H10O2

A 2-piece molecular cluster, C3H10O2 overall (ωB97M-V/def2-TZVPD, the OMol25 dataset).

```
! wB97M-V def2-TZVPD RIJCOSX def2/J DEFGRID3
* xyz 0 1
C 0.218 0.164 0.037
C -1.157 0.844 0.350
C -2.045 -0.214 1.192
O -1.084 1.979 1.182
H 1.162 0.876 -0.223
H 0.484 -0.534 0.910
H -0.103 -0.460 -0.807
H -1.658 0.958 -0.559
H -1.736 -1.107 0.688
H -1.766 -0.269 2.307
H -3.125 -0.050 1.005
H -2.000 2.307 1.262
O 4.158 -1.123 -2.528
H 4.560 -1.415 -1.693
H 4.092 -1.954 -3.123
*
```

Its SMILES is CC(C)O.O. As for the molar mass: 78.111 g/mol.

***

--- c ---
# C3H10O2

A 2-piece molecular cluster, C3H10O2 overall (ωB97M-V/def2-TZVPD, the OMol25 dataset).

```
! wB97M-V def2-TZVPD RIJCOSX def2/J DEFGRID3
* xyz 0 1
C -0.270 0.569 -0.245
C 0.520 1.544 0.502
C -0.291 2.903 0.441
O 0.873 0.998 1.848
H 0.478 -0.321 -0.213
H -1.232 0.011 0.203
H -0.598 0.609 -1.394
H 1.512 1.685 -0.030
H -0.661 3.040 -0.625
H -1.157 2.740 1.118
H 0.272 3.705 0.820
H 0.286 0.281 1.998
O -0.086 -5.629 -1.653
H 0.794 -5.944 -1.915
H -0.440 -6.190 -0.855
*
```

Its SMILES is CC(C)O.O. As for the molar mass: 78.111 g/mol.

***

From most stable to least stable, the computed energies give a, b, c.

***

--- a ---
# C4H14NO5

A 4-piece molecular cluster, C4H14NO5 overall (ωB97M-V/def2-TZVPD, the OMol25 dataset).

```
! wB97M-V def2-TZVPD RIJCOSX def2/J DEFGRID3
* xyz -1 1
C -1.074 -1.059 -2.244
C 0.126 -0.346 -1.398
C 0.630 -1.348 -0.371
C 1.822 -0.590 0.314
O 1.881 -0.659 1.550
O 2.517 0.268 -0.337
N -0.439 0.863 -0.798
H -1.444 -0.342 -3.021
H -1.695 -1.582 -1.592
H -0.701 -1.941 -2.949
H 0.983 -0.139 -2.172
H -0.031 -1.509 0.565
H 0.859 -2.349 -0.804
H -0.393 0.948 0.317
H 0.006 1.712 -1.053
H -2.785 0.355 -0.771
H -2.692 1.006 0.483
O -3.283 0.635 -0.101
H 0.403 0.060 2.137
H -0.465 1.219 2.813
O -0.521 0.405 2.242
H 2.337 0.691 2.405
H 2.117 2.168 2.056
O 1.842 1.536 2.727
*
```

As for the molar mass: 156.158 g/mol.

***

--- b ---
# C4H14NO5

A 4-piece molecular cluster, C4H14NO5 overall (ωB97M-V/def2-TZVPD, the OMol25 dataset).

```
! wB97M-V def2-TZVPD RIJCOSX def2/J DEFGRID3
* xyz -1 1
O -2.245 -2.061 1.142
C -1.961 -0.971 1.616
N -1.692 0.121 0.875
C -1.049 1.273 1.467
C 0.389 1.045 1.982
C 1.129 0.839 0.635
O 0.968 1.910 -0.220
H -1.985 -0.820 2.708
H -1.565 -0.094 -0.096
H -1.712 1.670 2.244
H -0.991 2.047 0.707
H 0.723 1.953 2.482
H 0.453 0.175 2.631
H 2.172 0.550 0.855
H 0.797 -0.125 0.255
H 0.468 -1.027 -1.505
H -0.083 -2.638 -1.236
O 0.626 -2.068 -1.521
H -0.676 -0.174 -2.504
H 0.538 1.546 -1.026
O -0.339 0.221 -1.700
H 3.016 -0.954 -3.091
H 2.432 0.307 -2.676
O 3.291 -0.139 -2.718
*
```

As for the molar mass: 156.158 g/mol.

***

From most stable to least stable, the computed energies give b, a.